Below is an isolated ion of composition C4H11NP and charge +1 in a non-equilibrium geometry, with properties calculated with wB97M-V/def2-TZVPD.

The geometry in XYZ format:
```
17
Properties=species:S:1:pos:R:3:forces:R:3
C 1.771 0.835 0.141 0.30 -0.27 -1.17
C 0.546 1.272 0.870 1.26 1.12 1.28
C -0.502 -0.643 -0.231 -0.64 2.37 -0.40
C -1.153 0.098 -1.411 -0.06 -0.76 1.65
N -0.363 0.154 1.080 -2.54 0.23 -0.58
P -0.672 -2.360 -0.015 -1.57 -0.59 0.89
H 2.043 1.419 -0.786 0.09 -1.10 1.30
H 2.437 0.031 0.634 -1.11 1.61 -1.09
H 0.918 1.543 1.852 -0.09 0.11 0.69
H -0.050 2.165 0.638 0.48 -0.39 -1.05
H -1.044 -0.519 -2.276 0.26 -0.43 -0.64
H -0.595 1.012 -1.593 -0.53 0.39 -0.06
H -2.262 0.176 -1.278 0.86 0.55 0.06
H 0.086 -0.523 1.669 0.02 -0.16 1.07
H -1.264 0.595 1.565 1.79 -1.78 -1.15
H 0.574 -2.620 0.464 1.21 -0.38 0.41
H -0.471 -2.634 -1.324 0.29 -0.51 -1.22
```
Positions in Å, forces in eV/Å.

Its net charge is +1. The value obtained for the LUMO energy (alpha / beta) is -4.771 / -4.345 eV. The calculation puts the max |F| at 2.77 eV Å⁻¹. The frontier orbital gap (alpha / beta) is 0.3068 / 0.2964 hartree. The value obtained for the relative energy (zero: lowest compared OMol25 entry of this formula, charge and spin) is 105.3 kcal/mol.

Mulliken atomic charge list, values in e, 6 entries: -0.6999, -0.5673, 0.2301, -1.2200, -0.1676, -0.0432